Record 1
Computed, not measured: 13 unconnected molecules or ions with the total composition C49H80F21NO31S5 in a non-equilibrium geometry, with wB97M-V/def2-TZVPD.

E_HOMO   -0.375 Ha
LUMO energy   -0.523 eV
Total charge   0
E_tot   -8390.2887 a.u.
F_max   4.44 eV/A

Positions of all 187 atoms, in Å:
O 0.9492 5.5152 0.4525
S 0.6096 6.5434 -0.4641
O 0.7625 7.9047 -0.0863
O 1.3576 6.3056 -1.8327
C 1.6759 7.3551 -2.8842
C 3.0658 7.8305 -2.7381
C -1.0901 6.2721 -1.0107
H 1.0115 8.1964 -2.7349
H 1.5778 6.7187 -3.7286
H 3.3738 8.3738 -3.6069
H 3.8585 7.0803 -2.5651
H 3.0670 8.4972 -1.9193
H -1.3320 6.6223 -2.0054
H -1.7876 6.6387 -0.2504
H -1.1653 5.1393 -1.0251
O -2.6517 3.1444 -1.0910
S -3.8240 3.0547 -0.3073
O -4.2027 4.0953 0.5680
O -4.9848 2.6874 -1.3942
C -6.3487 2.4624 -0.7833
C -7.3863 2.2463 -1.8926
C -3.8035 1.6136 0.6249
H -6.5624 3.3811 -0.2433
H -6.3420 1.6376 -0.0464
H -7.3935 3.0263 -2.5974
H -8.3717 2.1612 -1.4447
H -7.2269 1.2497 -2.2800
H -4.7408 1.4543 1.1003
H -3.0089 1.7813 1.3836
H -3.5268 0.7227 0.0583
O 5.4376 8.0025 -0.9291
S 6.2597 7.3218 0.0032
O 7.4381 7.9774 0.5358
O 5.4388 6.6827 1.1156
C 4.1280 6.1487 0.8407
C 3.5419 5.8693 2.2017
C 6.7176 5.8573 -0.8895
H 4.2097 5.2613 0.1833
H 3.5225 6.9982 0.3564
H 2.4340 5.6778 2.3419
H 3.7481 6.6816 2.9064
H 3.9775 5.0066 2.6565
H 5.8555 5.3130 -1.0853
H 7.4956 5.3513 -0.3362
H 7.1849 6.3055 -1.7574
O -1.8533 -7.7390 1.5320
S -1.7695 -7.5805 0.1114
O -2.7581 -6.7421 -0.5132
O -0.2958 -7.1940 -0.2505
C -0.1459 -6.1030 -1.1953
C 0.1607 -4.8063 -0.3449
C -1.9837 -9.0534 -0.6695
H -1.0223 -6.0444 -1.8541
H 0.7744 -6.3824 -1.6929
H -0.5518 -4.7170 0.4803
H 0.1430 -3.9317 -0.9705
H 1.1207 -4.8344 0.1874
H -1.3048 -9.7838 -0.2529
H -2.1854 -8.9724 -1.7394
H -2.9690 -9.3205 -0.2675
O -1.5481 -1.5506 -0.9404
S -0.3959 -0.9697 -0.3661
O 0.8322 -1.1955 -1.0221
O -0.7027 0.5622 -0.3207
C 0.2921 1.6093 -0.5017
C 0.8168 2.1374 0.8081
C -0.3239 -1.3844 1.3540
H -0.3025 2.4056 -0.9674
H 0.9397 1.2269 -1.2778
H 1.3132 1.4021 1.4397
H 0.0105 2.5564 1.3722
H 1.4589 2.9830 0.6014
H -1.2515 -1.3150 1.8748
H 0.3951 -0.7666 1.9271
H 0.0538 -2.3942 1.4758
C -3.8718 -4.7950 1.8507
C -3.9133 -3.3172 1.4654
O -3.9137 -3.3999 -0.0136
C -4.4458 -2.4023 -0.5861
O -4.8337 -1.3489 -0.0895
C -4.4318 -2.4461 -2.1206
F -3.6041 -1.4959 -2.5078
F -3.9536 -3.6203 -2.6408
F -5.6076 -2.2156 -2.6529
H -2.9099 -5.1718 1.5124
H -4.6187 -5.4359 1.4273
H -3.8858 -5.1390 2.8924
H -3.0405 -2.7100 1.6997
H -4.7750 -2.7393 1.7365
C -2.4691 1.4219 -3.5696
C -2.0103 2.8110 -4.0300
O -0.5749 2.8271 -3.7136
C 0.0974 3.9431 -4.0800
O -0.3768 4.9583 -4.4464
C 1.5515 3.5884 -3.8706
F 1.9169 3.4381 -2.6215
F 1.9154 2.4496 -4.3991
F 2.3256 4.4979 -4.4320
H -1.9449 0.6879 -4.1663
H -3.5671 1.3696 -3.6207
H -2.2310 1.3284 -2.5431
H -2.3924 3.6418 -3.4595
H -2.1921 3.0328 -5.1191
C -3.5303 -0.5972 4.3171
C -2.9390 -0.3127 5.6470
O -1.6325 0.4005 5.7582
C -0.6662 -0.2182 5.1114
O -0.6237 -1.3427 4.6879
C 0.6334 0.6336 5.3221
F 1.0498 0.7857 6.5492
F 1.6453 0.1438 4.5932
F 0.3098 1.8898 4.8453
H -4.4972 -1.0459 4.5132
H -3.0439 -1.2258 3.5520
H -3.7267 0.3224 3.8986
H -2.6848 -1.1515 6.2837
H -3.5303 0.3279 6.2436
C -1.9035 3.6155 7.3685
C -2.7499 3.4489 6.1556
O -2.0248 4.1631 5.1239
C -2.0512 3.6953 3.8864
O -2.6678 2.7339 3.4435
C -1.3368 4.6726 2.9999
F -1.5739 4.3571 1.7672
F -1.6535 5.9683 3.1796
F 0.0056 4.6089 3.2613
H -2.2776 3.0478 8.1965
H -1.8136 4.6668 7.6267
H -0.9065 3.1859 7.2286
H -3.7216 3.9291 6.2170
H -2.7961 2.3960 5.8420
C 0.6213 -4.2552 4.0043
C 0.9137 -5.5357 3.2511
O 2.3556 -5.5759 2.9207
C 3.1286 -6.3247 3.7136
O 2.8486 -6.9393 4.6925
C 4.5819 -6.3790 3.2810
F 4.8735 -7.5171 2.7516
F 4.9527 -5.3891 2.3439
F 5.3649 -6.1675 4.3461
H 1.0757 -3.4803 3.3744
H 1.1015 -4.3314 4.9678
H -0.4286 -4.0525 4.1352
H 0.4998 -5.5866 2.2412
H 0.6672 -6.4920 3.7673
C -0.0950 -1.2223 -4.9807
C -0.7540 -2.3929 -4.2371
O -1.3494 -3.1970 -5.2277
C -1.6382 -4.4729 -4.9203
O -1.2123 -4.9385 -3.9491
C -2.5210 -5.2100 -5.9799
F -3.3750 -4.3154 -6.4920
F -1.6618 -5.6825 -6.9162
F -3.2232 -6.1757 -5.4737
H 0.6874 -1.6528 -5.6076
H 0.3526 -0.5096 -4.2707
H -0.8982 -0.8145 -5.6058
H -1.4428 -2.0397 -3.4861
H 0.0256 -3.0296 -3.8571
C 3.1925 -3.0432 0.8846
C 3.6861 -2.3039 2.1264
O 3.6608 -0.8501 1.7925
C 4.8740 -0.2680 1.6750
O 5.9586 -0.6617 1.7443
C 4.6109 1.2124 1.2460
F 3.6608 1.8302 1.8714
F 5.6767 2.0348 1.2041
F 4.2522 1.1357 -0.0659
H 3.9671 -2.9309 0.1047
H 2.3166 -2.4873 0.5347
H 3.0848 -4.1335 1.0583
H 4.7037 -2.5682 2.4546
H 2.9420 -2.3178 2.9585
C 3.5665 -1.7354 -5.6395
C 3.3384 -1.4406 -4.3094
C 3.2667 -2.4604 -3.4001
C 3.2742 -3.7544 -3.8384
C 3.2976 -4.1100 -5.1730
C 3.5905 -3.1026 -6.0420
N 3.0121 -4.8447 -2.8290
O 3.1049 -5.9806 -3.2468
O 2.8028 -4.5603 -1.6660
H 3.7953 -0.8998 -6.3468
H 3.2505 -0.4242 -3.9716
H 3.2969 -2.3417 -2.3314
H 3.2473 -5.1654 -5.4144
H 3.6870 -3.2749 -7.1055

---

Record 2
Computed, not measured: 6 unconnected molecules or ions with the total composition C49H83BFN8O6 in a non-equilibrium geometry, with wB97M-V/def2-TZVPD.

E_HOMO   -0.388 Ha
LUMO energy   -2.318 eV
Total charge   +1
E_tot   -2930.7766 a.u.
F_max   1.57 eV/A

Positions of all 148 atoms, in Å:
C -3.0240 6.9066 3.1717
C -2.2706 6.5238 4.4400
O -2.8560 5.4382 5.1406
C -2.2923 4.1823 4.8367
C -2.9824 3.5794 3.5861
C -3.2351 2.0813 3.6609
C -1.9750 1.2010 3.9128
C -1.7252 0.1400 2.8333
N -0.8117 0.4219 1.6847
C -1.4026 1.5052 0.8292
C -2.6741 1.2166 0.0251
C -2.5070 0.6579 -1.3858
O -3.5786 1.1501 -2.2097
C -0.5368 -0.9057 0.9676
B -1.7106 -2.0012 0.8517
C -1.3191 -3.5044 1.1104
O -3.0644 -1.7656 0.6266
C 0.3787 -0.7231 -0.2523
C 0.5195 -1.9256 -1.1828
C -0.4709 -1.9157 -2.3314
C -1.5415 -2.8085 -2.4257
C -2.4526 -2.7372 -3.4780
C -2.2975 -1.7789 -4.4707
C -1.2071 -0.9157 -4.4073
C -0.2968 -0.9575 -3.3623
C 0.8646 0.0130 -3.3845
O 1.6763 -0.5177 0.3220
C 1.6516 0.7499 0.9658
N 2.9208 1.0377 1.5012
C 3.8742 1.5474 0.7932
C 4.9598 0.6649 0.2738
C 3.9269 3.0160 0.5257
C 0.5906 0.9097 2.1126
C 0.7138 2.4239 2.4114
C 1.1114 0.2071 3.3921
O 0.9212 0.6335 4.4819
N 1.9301 -1.0058 3.2292
C 2.9143 -1.0743 4.2321
O 2.8720 -1.7293 5.1995
F 3.9582 -0.3317 3.9469
H -4.0874 6.7142 3.2798
H -2.8633 7.9566 2.9385
H -2.6768 6.3449 2.3038
H -1.2120 6.3704 4.2369
H -2.3312 7.3791 5.1130
H -2.4374 3.4916 5.6679
H -1.2258 4.2694 4.6274
H -3.9555 4.0638 3.5272
H -2.4410 3.8891 2.6889
H -3.6722 1.7845 2.7033
H -3.9939 1.8797 4.4115
H -1.1399 1.8175 4.2200
H -2.2314 0.6221 4.7987
H -1.3491 -0.7466 3.3405
H -2.7187 -0.0609 2.4538
H -0.6799 1.9130 0.1327
H -1.6803 2.3350 1.4663
H -3.4353 0.6771 0.5830
H -3.1263 2.1950 -0.1506
H -2.5724 -0.4261 -1.4338
H -1.6130 1.0509 -1.8609
H -4.3830 1.1426 -1.6819
H 0.1133 -1.4313 1.6660
H -0.2459 -3.6335 1.2406
H -1.7875 -3.7864 2.0612
H -1.7331 -4.1525 0.3476
H -3.5710 -1.7690 1.4447
H 0.1306 0.1346 -0.8681
H 1.4896 -1.7930 -1.6592
H 0.5831 -2.8802 -0.6706
H -1.7116 -3.5877 -1.6987
H -3.2826 -3.4292 -3.4960
H -3.0152 -1.7201 -5.2753
H -1.0983 -0.1925 -5.2044
H 0.9043 0.6719 -2.5204
H 0.7791 0.6547 -4.2564
H 1.8119 -0.5143 -3.4863
H 1.4490 1.4983 0.1834
H 5.8229 1.2596 -0.0175
H 5.2602 -0.0061 1.0738
H 4.5424 0.0894 -0.5518
H 3.2802 3.2251 -0.3335
H 4.9343 3.3747 0.3292
H 3.5380 3.5638 1.3778
H 1.0343 2.9953 1.5459
H 1.4888 2.5875 3.1458
H -0.1750 2.9197 2.7880
H 1.3137 -1.7866 3.4552
C -1.5886 -1.0665 -8.9759
C -0.4865 -0.4219 -9.8091
C 0.8949 -0.5263 -9.1541
C 0.9649 0.2116 -7.8952
N 1.0179 0.7859 -6.9029
H -1.7041 -0.5645 -8.0133
H -2.5435 -1.0057 -9.4969
H -1.3740 -2.1202 -8.7880
H -0.7313 0.6253 -9.9931
H -0.4409 -0.9120 -10.7826
H 1.6541 -0.1305 -9.8305
H 1.1478 -1.5722 -8.9724
C -6.9805 -4.7007 -2.1742
C -6.7951 -5.5160 -0.8994
C -5.6946 -4.9588 0.0108
C -4.3765 -5.0275 -0.6123
N -3.3398 -5.0801 -1.1030
H -6.0813 -4.7182 -2.7927
H -7.7975 -5.1072 -2.7686
H -7.2168 -3.6599 -1.9448
H -6.5733 -6.5529 -1.1558
H -7.7305 -5.5220 -0.3386
H -5.6665 -5.5262 0.9429
H -5.9129 -3.9222 0.2756
C 1.0334 5.0106 8.2324
C 2.4206 5.0080 7.5995
C 2.5185 5.9233 6.3737
C 1.6608 5.4713 5.2824
N 0.9785 5.1212 4.4276
H 0.2796 4.6245 7.5433
H 1.0211 4.3814 9.1214
H 0.7386 6.0184 8.5294
H 2.6963 3.9885 7.3241
H 3.1511 5.3452 8.3357
H 3.5488 5.9520 6.0152
H 2.2491 6.9461 6.6424
C 7.8707 2.2596 -3.8651
C 9.2363 2.5519 -3.2537
C 9.3573 2.0708 -1.8039
C 8.4450 2.7783 -0.9081
N 7.7313 3.3372 -0.2035
H 7.0764 2.7888 -3.3356
H 7.8435 2.5801 -4.9059
H 7.6483 1.1911 -3.8364
H 9.4398 3.6224 -3.3069
H 10.0064 2.0535 -3.8440
H 10.3776 2.2244 -1.4490
H 9.1606 0.9989 -1.7446
C 0.9306 -8.9137 -1.7891
C -0.3440 -8.2130 -2.2462
C -1.2740 -7.8434 -1.0863
C -1.7906 -9.0194 -0.3894
N -2.1967 -9.9433 0.1576
H 0.7090 -9.8654 -1.3044
H 1.5785 -9.1197 -2.6408
H 1.4882 -8.2936 -1.0843
H -0.8745 -8.8474 -2.9581
H -0.0774 -7.2959 -2.7753
H -2.1171 -7.2665 -1.4660
H -0.7490 -7.2020 -0.3755

---

Number 1 is which compound?
C49H80F21NO31S5

---

Number 1 is which compound?
C49H80F21NO31S5